DFT (ωB97M-V with the def2-TZVPD basis set) results for a 3-piece molecular cluster, C23H48BrClN2O7 overall in a non-equilibrium geometry.

XYZ file:
```
82
Properties=species:S:1:pos:R:3:mulliken_charge:R:1
Br 1.072 -6.425 0.736 -0.101
Cl 5.374 -1.534 -0.359 -0.200
O 1.992 -2.273 -3.449 -0.542
O 2.131 -5.614 -1.808 -0.518
O -6.346 2.483 3.337 -0.440
O 1.992 -2.153 -1.050 -0.169
O 1.227 1.381 -2.434 -0.414
O -2.340 0.477 2.742 -0.288
O -1.073 3.337 -5.798 -0.327
N -3.514 2.418 4.732 -0.328
N 1.799 2.548 -5.312 -0.328
C 3.308 -4.170 0.003 -0.433
C -0.881 4.695 -5.426 -0.721
C -0.836 -3.714 2.002 -1.126
C 2.691 -2.659 0.141 0.160
C -1.711 1.484 1.961 -0.885
C 6.054 -2.246 2.334 -1.095
C -1.999 0.546 4.134 -0.847
C 3.875 -1.684 0.721 0.016
C 0.013 -2.978 0.762 0.613
C 2.596 1.620 -4.504 -1.079
C 1.527 -2.736 1.340 -0.986
C 2.245 -5.319 -0.483 0.132
C -0.815 -1.567 0.464 -0.762
C -3.209 1.002 4.966 -0.234
C -5.626 1.700 2.393 -0.501
C -6.074 2.162 4.702 -0.465
C 1.841 0.696 -3.527 0.153
C -0.153 2.891 -6.805 -0.820
C 2.692 -2.483 -2.300 0.277
C 4.397 -2.041 2.233 -0.381
C 0.851 1.886 -6.215 -0.126
C -0.048 1.939 -2.731 -0.448
C -4.811 2.842 5.268 -0.673
H -6.930 2.548 5.272 0.350
H 3.212 1.008 -5.173 0.391
H -4.055 0.365 4.695 0.165
H -1.506 -4.536 1.462 0.282
H -5.453 0.678 2.742 0.264
H 0.353 3.724 -7.304 0.399
H 6.241 -2.542 3.475 0.351
H -6.217 1.654 1.475 0.353
H -0.611 1.336 -3.449 0.294
H -4.799 2.725 6.358 0.388
H -0.007 -3.706 -0.158 0.447
H -1.052 -0.979 1.454 0.018
H -1.727 4.998 -4.802 0.232
H 4.179 -1.095 2.928 0.249
H -2.148 2.464 2.162 0.452
H 0.279 1.116 -5.692 0.167
H 6.650 -1.254 2.162 0.305
H 3.401 -0.590 0.784 0.452
H 0.069 2.961 -3.088 0.195
H 2.587 0.028 -3.074 -0.087
H 1.126 0.038 -4.029 0.385
H -0.099 -4.337 2.703 0.269
H 0.033 4.815 -4.841 0.306
H -0.852 5.346 -6.306 0.336
H 6.436 -3.165 1.708 0.277
H 3.798 -2.855 -2.408 0.210
H -3.510 2.598 3.729 0.089
H -4.893 3.917 5.071 0.371
H -1.122 1.176 4.316 0.393
H -1.865 -1.793 -0.056 0.307
H -0.618 1.984 -1.800 0.169
H -0.161 -0.867 -0.232 0.137
H -1.455 -2.945 2.630 0.186
H -1.877 1.247 0.905 0.173
H 4.295 -4.168 -0.652 0.501
H 1.860 -3.556 2.116 0.359
H 1.285 3.160 -4.680 0.088
H -0.632 1.509 2.142 0.408
H -2.992 0.853 6.029 0.427
H 1.405 1.409 -7.030 0.396
H 1.503 -1.690 1.914 0.110
H -1.739 -0.475 4.438 0.358
H -6.082 1.079 4.859 0.342
H -4.685 2.191 2.146 0.142
H 3.939 -3.007 2.708 0.243
H -0.753 2.371 -7.561 0.390
H 3.288 2.235 -3.917 0.419
H 3.661 -4.488 1.098 0.427
```

Its largest force on an atom is 9.4 eV/A. Its SMILES is CC[C@@H](Cl)[C@@](CC(=O)Br)(CC(C)C)OC=O.COCCNCCOC.COCCNCCOC. The LUMO energy is -0.018 hartree. Its HOMO energy is -8.375 eV. The frontier orbital gap comes out at 7.9 eV. Its spin multiplicity is 1. The total charge is 0.

***

DFT (ωB97M-V with the def2-TZVPD basis set) results for a 27-piece molecular cluster, C15H65Br2NO30 overall in a non-equilibrium geometry.

XYZ file:
```
113
Properties=species:S:1:pos:R:3:mulliken_charge:R:1
Br 0.940 6.010 -0.103 -0.086
Br 0.918 5.525 4.821 -0.198
O -1.557 -3.672 -3.333 -0.601
O -3.241 -0.137 -5.185 -0.605
O 4.249 -6.777 -1.274 -0.620
O 3.616 -5.802 1.366 -0.691
O 4.303 -2.720 0.812 -0.616
O -5.384 -2.815 -1.444 -0.633
O 0.263 -4.559 -0.035 -0.428
O -2.825 4.626 8.588 -0.609
O 4.077 4.706 -0.598 -0.594
O -2.756 -11.836 -2.070 -0.649
O 2.378 7.813 6.956 -0.603
O -2.111 4.673 2.766 -0.555
O 2.824 6.128 -6.275 -0.636
O -2.647 -1.650 -1.683 -0.324
O 1.353 -7.197 -0.291 -0.656
O -0.738 -0.112 -1.229 -0.373
O -0.142 5.478 8.041 -0.650
O 2.876 6.287 -3.123 -0.613
O 1.657 8.827 -3.523 -0.639
O 0.795 -8.897 -2.538 -0.635
O -6.943 -3.275 -7.107 -0.644
O -3.797 -3.261 -5.691 -0.603
O -3.110 -4.009 0.876 -0.572
O -2.382 -9.092 -3.378 -0.623
O -4.235 -9.192 -0.907 -0.624
O 1.289 2.659 -0.005 -0.489
O 3.583 3.455 5.881 -0.606
O 5.825 9.406 -1.436 -0.624
O 1.723 -4.149 -2.444 -0.439
O 3.635 8.350 0.690 -0.580
N 0.269 3.845 2.084 0.340
C 1.071 6.163 2.890 0.265
C 1.557 7.728 2.704 -0.947
C -0.060 -0.170 1.625 0.566
C 0.211 -1.167 -0.814 -0.155
C -2.133 -0.561 -1.059 0.584
C 0.559 2.724 1.111 -0.051
C -0.230 1.453 1.791 -0.114
C -1.350 2.124 2.783 0.199
C -1.071 -1.118 2.560 -0.193
C -2.354 1.230 3.721 -0.504
C 1.055 -0.780 0.571 -0.485
C -3.105 0.326 -0.034 -0.596
C -2.187 -0.428 3.596 -0.463
C -1.172 3.740 2.571 0.368
C 0.743 5.238 1.731 -0.060
H -4.478 -8.393 -0.415 0.299
H 3.156 3.527 6.748 0.315
H -0.352 -2.183 -0.557 0.083
H 2.261 9.161 -4.203 0.300
H 1.883 0.008 0.300 0.313
H -3.860 -4.231 1.448 0.253
H 1.966 -7.944 -0.223 0.324
H 3.027 5.378 -3.422 0.326
H -6.106 -2.913 -2.083 0.308
H 2.446 6.181 -2.260 0.150
H -6.271 -3.895 -6.786 0.327
H -4.158 0.567 -0.520 0.384
H -3.126 1.761 4.425 0.360
H -0.153 -8.712 -2.615 0.286
H -0.570 5.550 8.908 0.298
H 1.836 7.875 -3.498 0.391
H 5.102 9.308 -2.075 0.314
H -2.864 -1.133 4.266 0.291
H 4.862 -7.525 -1.207 0.296
H -3.132 -9.315 -2.807 0.345
H -2.808 0.710 -5.004 0.291
H -3.199 -3.841 -5.197 0.299
H 0.996 8.259 1.794 0.344
H -2.179 -11.168 -2.470 0.336
H 1.559 -1.764 0.975 0.307
H 4.880 -2.052 0.412 0.305
H 1.518 7.499 7.272 0.297
H -0.604 6.134 7.497 0.318
H 2.720 7.874 2.677 0.223
H -3.523 -3.641 0.081 0.311
H -6.431 -2.500 -7.386 0.310
H -0.960 -2.302 2.460 0.246
H 1.902 -5.101 -2.419 0.259
H -2.618 1.346 0.288 0.161
H 2.739 6.444 -5.363 0.341
H 2.723 -5.553 1.082 0.305
H 3.814 7.398 0.714 0.326
H -3.478 -11.934 -2.709 0.316
H 3.003 7.144 7.274 0.312
H 0.947 -1.321 -1.737 0.206
H -1.799 -2.873 -2.841 0.377
H 0.732 -5.076 -0.708 0.174
H -3.279 -0.295 0.969 0.100
H -4.807 -2.148 -1.844 0.276
H -2.357 4.108 7.916 0.327
H -3.773 -2.426 -5.199 0.299
H -0.673 -4.701 -0.240 0.259
H 6.402 10.073 -1.836 0.302
H 1.163 8.305 3.671 0.360
H -3.736 -9.720 -0.266 0.331
H 4.701 4.037 -0.280 0.267
H 4.164 -6.461 -0.362 0.395
H 3.122 4.111 5.337 0.296
H 1.268 -6.881 0.621 0.307
H 2.327 -3.815 -3.124 0.208
H 3.437 5.381 -6.207 0.311
H -1.057 -4.200 -2.692 0.239
H 4.239 8.684 0.009 0.265
H 3.216 4.392 -0.282 0.329
H -3.761 4.484 8.383 0.300
H -4.134 0.112 -5.469 0.306
H 1.058 -8.437 -1.727 0.359
H 4.049 -4.954 1.547 0.310
H -2.795 -8.724 -4.174 0.283
H 3.581 -2.817 0.173 0.309
```

Its largest force on an atom is 8.9 eV/A. The LUMO energy is -0.070 hartree. Its HOMO energy is -9.445 eV. The frontier orbital gap comes out at 7.5 eV. Its spin multiplicity is 1. The total charge is 0.

***

DFT (ωB97M-V with the def2-TZVPD basis set) results for one molecule with the formula C3H4N2O2 in a non-equilibrium geometry.

XYZ file:
```
11
Properties=species:S:1:pos:R:3:nbo_charge:R:1
O -0.743 3.036 0.181 -0.522
O -1.659 0.542 -0.948 -0.510
N 0.513 0.925 0.190 -0.586
N 0.966 -1.410 0.471 -0.809
C -0.992 -0.500 -0.756 0.220
C -0.755 1.886 0.393 0.638
C 0.270 -0.351 -0.130 0.257
H 1.227 1.048 0.912 0.397
H -1.440 -1.504 -0.857 0.146
H 1.973 -1.351 0.380 0.383
H 0.640 -2.321 0.164 0.386
```

Its largest force on an atom is 1.1 eV/A. The LUMO energy (spin up / spin down) is -0.017 / -0.013 hartree. Its HOMO energy (spin up / spin down) is -7.989 / -7.754 eV. The frontier orbital gap (spin up / spin down) comes out at 7.5 / 7.4 eV. The calculation puts the energy relative to the best compared isomer or geometry (same formula, charge and spin) at 392.5 kJ/mol. Its spin multiplicity is 1. The total charge is 0.